(1)
31
Properties=species:S:1:pos:R:3 method="wB97M-V/def2-TZVPD" orbital_gap_ev=8.287 charge=0 smiles=Cc1c[nH]c2ccccc12.CCSC e_lumo_ev=0.73
C 3.105 1.330 1.000
C 0.689 -1.272 -0.093
C 1.713 -0.373 -0.437
C 2.195 0.257 0.881
C 1.345 -0.286 1.836
C 0.098 -2.140 -1.139
C 0.824 -2.146 -2.381
C 2.089 -1.558 -2.464
C 2.536 -0.511 -1.601
N 0.544 -1.252 1.302
H -0.774 -2.669 -0.800
H 0.439 -2.388 -3.379
H -0.345 -1.478 1.749
H 2.622 -1.652 -3.418
H 1.187 0.108 2.873
H 3.252 0.304 -1.782
H 2.815 2.333 0.690
H 4.043 1.249 0.405
H 3.599 1.376 1.976
C -3.179 0.796 -0.217
C -2.354 0.270 -1.303
C -2.508 1.485 2.423
S -2.938 -0.007 1.411
H -3.058 1.863 -0.251
H -4.296 0.775 -0.556
H -2.435 0.786 -2.196
H -2.798 -0.735 -1.440
H -3.409 2.170 2.613
H -2.061 0.930 3.419
H -1.656 1.921 1.959
H -1.283 0.511 -1.080

---

(2)
30
Properties=species:S:1:pos:R:3 method="wB97M-V/def2-TZVPD" orbital_gap_ev=10.342 charge=+1 e_lumo_ev=-2.52
C 1.307 -3.474 -1.370
C 1.509 -3.258 -0.024
C 0.521 -2.611 -2.121
C 1.170 -2.070 0.521
C 0.055 -1.484 -1.519
C 0.402 -1.131 -0.234
C -1.970 1.247 1.511
C -1.651 2.570 0.828
C -1.574 0.070 0.730
C -0.161 2.503 0.418
C -0.099 0.067 0.471
C 1.508 1.353 -0.703
O 0.139 1.289 -0.292
H 1.483 -4.394 -1.888
H 1.920 -3.988 0.676
H 0.518 -2.614 -3.210
H 1.718 -1.912 1.485
H -0.709 -0.857 -2.118
H -1.307 1.327 2.478
H -3.108 1.208 1.694
H -2.381 2.766 -0.035
H -1.928 3.482 1.383
H -1.847 -0.983 1.306
H -2.262 0.111 -0.169
H -0.060 3.439 -0.192
H 0.635 2.607 1.282
H 0.507 0.447 1.514
H 1.740 2.342 -1.374
H 2.190 1.449 0.302
H 1.735 0.502 -1.352

---

no.,E (eV)
1,-25042.37688
2,-14756.93238